[1]
11
Properties=species:S:1:pos:R:3 method="wB97M-V/def2-TZVPD" total_charge=+2 energy_ev=-14467.4040 multiplicity=2 max_force_ev_per_a=6.52 homo_energy_ev="-18.50 / -18.50"
C 1.03 0.67 -1.14
C 0.03 -0.27 -1.16
O -0.23 -1.01 -0.06
C -0.10 -0.70 1.47
O 0.56 0.33 1.78
O -1.17 -1.03 1.93
H 0.75 1.71 -0.92
H -0.61 -0.49 -2.01
H 1.72 0.62 -1.98
In -2.99 -0.65 1.30
H 1.03 0.83 0.79

=====

[2]
25
Properties=species:S:1:pos:R:3 method="wB97M-V/def2-TZVPD" energy_ev=-33342.2506 multiplicity=3 max_force_ev_per_a=6.90 homo_energy_ev="-3.98 / -7.61"
C 0.59 -0.87 -2.89
C -0.70 -0.56 -3.48
C -1.20 0.69 -2.93
C -0.06 1.22 -2.23
C 0.98 0.20 -2.14
Au -1.21 -0.48 -1.33
P -0.59 -2.30 0.22
H 1.06 -1.86 -2.95
H -1.12 -1.06 -4.34
H -2.06 1.24 -3.28
H 1.83 0.20 -1.45
H 0.08 2.28 -2.09
H 0.74 -2.20 0.73
H -0.53 -3.49 -0.59
H -1.47 -2.60 1.32
C 0.46 0.00 3.76
S 0.80 0.43 2.04
C -0.14 1.95 1.89
O 2.25 0.77 1.91
H -0.55 0.33 4.02
H 1.22 0.48 4.40
H 0.54 -1.09 3.83
H 0.49 2.78 2.27
H -0.36 2.09 0.83
H -1.07 1.86 2.46

=====

[3]
57
Properties=species:S:1:pos:R:3 method="wB97M-V/def2-TZVPD" total_charge=-2 energy_ev=-48471.5393 multiplicity=1 max_force_ev_per_a=4.06 homo_energy_ev="1.52 / 2.14"
Cd 0.52 -0.48 1.07
O -5.08 -2.59 -1.31
C -3.87 -2.21 -0.78
C -2.81 -2.97 -0.40
C -1.67 -2.31 0.13
N -1.54 -0.94 0.14
C -2.53 -0.19 -0.41
C -3.72 -0.81 -0.82
C -3.33 3.32 3.39
O -4.27 2.70 3.02
O -2.47 4.04 3.81
C -0.55 -3.22 0.33
O -0.66 -4.42 0.03
O 0.61 -2.66 0.67
H -5.17 -3.50 -1.59
H -2.79 -4.06 -0.39
H -4.60 -0.23 -1.17
C 2.83 -0.58 -3.98
O 2.28 -1.92 -3.63
C 2.46 -2.17 -2.33
O 2.69 -1.39 -1.40
N 2.48 -3.50 -2.11
N 2.76 -4.06 -0.90
H 2.09 0.20 -3.86
H 3.28 -0.79 -4.96
H 3.69 -0.40 -3.34
H 2.28 -4.17 -2.83
H 3.76 -4.27 -0.82
H 2.40 -3.36 -0.21
C 4.19 1.43 3.11
C 2.81 0.84 2.77
N 2.58 0.26 1.65
O 3.63 0.30 0.70
C 1.71 1.10 3.68
C 1.87 1.85 4.96
N 0.51 0.49 3.49
O -0.43 0.91 4.18
H 4.11 2.48 3.47
H 4.71 1.38 2.12
H 4.62 0.72 3.84
H 3.40 -0.38 -0.03
H 1.29 2.82 4.90
H 2.90 2.04 5.17
H 1.38 1.13 5.69
C -2.74 3.49 -1.92
C -2.43 1.94 -1.96
C -1.33 1.65 -2.95
C -2.28 1.29 -0.52
H -3.00 3.74 -2.94
H -1.88 4.12 -1.60
H -3.57 3.60 -1.16
H -3.43 1.60 -2.31
H -0.47 2.26 -2.78
H -1.81 1.96 -3.90
H -1.11 0.61 -2.91
H -3.07 1.80 0.05
H -1.25 1.53 -0.15

=====

[4]
31
Properties=species:S:1:pos:R:3 method="wB97M-V/def2-TZVPD" total_charge=+1 energy_ev=-22065.7911 multiplicity=1 max_force_ev_per_a=5.20 homo_energy_ev=-11.72
C -0.23 4.11 1.80
C -0.63 3.08 1.29
C -0.20 0.74 0.79
C 0.70 -0.23 1.02
C -4.29 -1.76 -1.07
C 2.36 -2.34 -0.25
C 2.05 0.74 -1.50
C 3.67 0.35 1.24
C -3.26 -1.07 -0.30
C -0.97 1.78 0.58
N -2.00 -1.17 -0.67
O -2.07 1.82 -0.19
Si 2.30 -0.34 -0.02
H 0.17 4.91 2.26
H -4.10 -2.10 -2.20
H -5.19 -0.97 -1.09
H -4.65 -2.71 -0.69
H 3.33 -2.76 -0.70
H 2.12 -2.87 0.58
H 1.65 -2.55 -1.00
H 1.59 1.69 -1.24
H 2.93 1.11 -1.86
H 1.50 0.22 -2.23
H 4.56 0.50 0.80
H 3.21 1.19 1.69
H 3.96 -0.35 1.97
H -3.54 -0.49 0.57
H -1.27 -0.56 -0.31
H -1.67 -1.70 -1.48
H 0.68 -0.72 1.98
H -2.67 2.44 0.22

=====

Relative energy (zero: lowest compared OMol25 entry of this formula, charge and spin) across the listed records, respectively: 19.2; 0.8; 12.9; 167.2 kcal/mol.